Record 1
# ClH8O4

A cluster of 5 separate species, ClH8O4 in total (wB97M-V/def2-TZVPD, the OMol25 dataset).

Calculated values
ΔE to the lowest compared entry with this formula, charge and spin in kJ/mol: 0.0
Lowest unoccupied orbital energy in eV: 3.93
HOMO in eV: -5.793
Kohn-Sham gap in eV: 9.723
Total charge: -1

```
13
Properties=species:S:1:pos:R:3:forces:R:3
Cl 10.5735 5.6225 7.2667 -0.093 0.070 -0.023
O 12.4422 7.6113 8.8142 -0.117 -0.318 -0.401
H 11.7391 8.1363 9.2062 -0.061 -0.111 -0.003
H 11.9593 6.8947 8.3174 0.229 0.442 0.443
O 8.6740 8.1146 8.0534 0.250 -0.201 0.010
H 9.2776 7.3843 7.7772 -0.321 0.184 0.132
H 9.2548 8.8687 8.1912 0.003 -0.047 -0.140
O 11.4517 8.3835 5.6723 -0.059 0.048 0.134
H 12.2263 8.5749 6.2121 -0.060 -0.105 0.069
H 11.0413 7.6246 6.1311 0.143 -0.012 -0.213
O 8.5408 3.6029 8.9364 0.005 0.042 -0.142
H 9.1245 4.1653 8.3879 0.007 -0.044 0.153
H 7.6860 4.0407 8.8912 0.074 0.052 -0.019
```
Positions in Å, forces in eV/Å.

=====

Record 2
# ClHIOPS

A cluster of 2 separate species, ClHIOPS in total (wB97M-V/def2-TZVPD, the OMol25 dataset).

Calculated values
Structure (SMILES): O=P(=S)I.Cl
ΔE to the lowest compared entry with this formula, charge and spin in kJ/mol: 151.9
Lowest unoccupied orbital energy in eV: -2.30
HOMO in eV: -10.053
Kohn-Sham gap in eV: 7.752
Total charge: 0

```
6
Properties=species:S:1:pos:R:3:forces:R:3
O 2.9535 -0.9562 -2.5130 -1.354 0.009 0.547
P 1.6811 -0.2061 -2.6151 1.321 0.995 -1.732
S 1.6204 1.7227 -2.8574 -0.583 -1.552 0.539
I -0.1252 -1.5874 -3.5655 0.611 0.584 0.664
Cl 1.6103 1.2584 1.0695 1.614 -0.140 -0.383
H 2.9132 1.1779 0.7617 -1.608 0.103 0.365
```
Positions in Å, forces in eV/Å.

=====

Record 3
# ClHNO2P

A structure of composition ClHNO2P (wB97M-V/def2-TZVPD, the OMol25 dataset).

Calculated values
ΔE to the lowest compared entry with this formula, charge and spin in kJ/mol: 263.1
Lowest unoccupied orbital energy (spin up / spin down) in eV: -2.96 / -2.96
HOMO (spin up / spin down) in eV: -10.907 / -10.906
Kohn-Sham gap (spin up / spin down) in eV: 7.942 / 7.941
Total charge: 0

```
6
Properties=species:S:1:pos:R:3:forces:R:3
N -0.3705 -1.8771 -0.0308 -3.005 1.142 3.012
O -1.0981 -2.8123 0.1500 -0.240 -0.690 -0.084
O 0.5067 -1.7370 -0.7725 3.467 -0.223 -3.064
P -0.6044 -0.3829 1.0766 -3.332 -0.017 -0.607
Cl -2.7854 0.4220 -0.2925 2.011 -1.073 1.731
H -0.3238 0.4771 0.0792 1.100 0.862 -0.987
```
Positions in Å, forces in eV/Å.

=====

Record 4
# ClHNO3P

An isolated molecule of ClHNO3P (wB97M-V/def2-TZVPD, the OMol25 dataset).

Calculated values
ΔE to the lowest compared entry with this formula, charge and spin in kJ/mol: 40.2
Lowest unoccupied orbital energy in eV: -2.47
HOMO in eV: -10.973
Kohn-Sham gap in eV: 8.503
Total charge: 0

```
7
Properties=species:S:1:pos:R:3:forces:R:3
N 1.4745 0.3543 0.6712 1.254 0.458 -1.229
O -0.8847 -0.9395 -1.5823 -0.266 1.158 -0.481
O 0.7623 0.6648 -0.2630 1.174 -0.611 1.076
O -0.8237 -1.4391 0.8654 -0.073 0.635 1.725
P -1.0146 -0.4853 -0.2022 -0.290 -0.924 -1.497
Cl -2.0436 1.2274 0.0919 0.131 -0.635 0.089
H 2.5297 0.6174 0.4192 -1.930 -0.081 0.317
```
Positions in Å, forces in eV/Å.

=====

Record 5
# ClHNP

A structure of composition ClHNP (wB97M-V/def2-TZVPD, the OMol25 dataset).

Calculated values
ΔE to the lowest compared entry with this formula, charge and spin in kJ/mol: 198.1
Lowest unoccupied orbital energy in eV: -0.79
HOMO in eV: -9.787
Kohn-Sham gap in eV: 9.000
Total charge: 0

```
4
Properties=species:S:1:pos:R:3:forces:R:3
N 0.2565 0.4252 -0.1364 2.237 1.953 0.160
P -0.5803 -0.8455 0.1436 -0.834 -1.056 0.261
Cl 1.8527 0.5193 0.5549 -0.221 -0.244 -0.123
H -1.5289 -0.0989 -0.5621 -1.182 -0.652 -0.298
```
Positions in Å, forces in eV/Å.

=====

Record 6
# ClHgIO8S

A structure of composition ClHgIO8S (wB97M-V/def2-TZVPD, the OMol25 dataset).

Calculated values
Lowest unoccupied orbital energy in eV: 3.06
HOMO in eV: -0.836
Kohn-Sham gap in eV: 3.896
Total charge: -2

```
12
Properties=species:S:1:pos:R:3:forces:R:3
Hg 0.6588 -1.4844 1.8358 -1.013 1.073 -2.005
S 1.7751 1.4140 0.1461 -0.709 9.017 -1.871
O 0.7112 2.3295 0.7295 1.264 -1.692 -1.174
O 1.7200 1.0638 -1.2267 -1.998 -1.335 -2.741
O 3.0881 2.0802 0.2389 0.924 -0.030 1.932
O 1.7786 0.2307 0.9428 0.355 -7.853 5.480
I -1.0131 -3.8345 2.1843 1.236 1.368 0.057
Cl -1.7723 -0.3490 -0.9554 3.400 -1.250 -1.366
O -1.3586 -0.2575 0.4798 -0.401 -0.377 -1.186
O -3.1295 -0.8028 -1.0174 -0.677 -0.317 0.285
O -1.6004 0.8757 -1.6454 -0.865 1.468 0.604
O -0.8580 -1.2656 -1.7122 -1.517 -0.072 1.986
```
Positions in Å, forces in eV/Å.

=====

Record 7
# ClIO2P

The ion ClIO2P with charge -1 (wB97M-V/def2-TZVPD, the OMol25 dataset).

Calculated values
Structure (SMILES): O=[P@]([O-])(Cl)I
ΔE to the lowest compared entry with this formula, charge and spin in kJ/mol: 37.1
Lowest unoccupied orbital energy in eV: 3.09
HOMO in eV: -5.196
Kohn-Sham gap in eV: 8.288
Total charge: -1

```
5
Properties=species:S:1:pos:R:3:forces:R:3
O 0.6733 -0.5857 1.4146 0.101 0.075 0.366
P 0.2750 -0.1543 0.0733 0.781 -3.688 -5.067
O 0.6458 -0.9307 -1.2933 -0.962 2.966 4.680
Cl 0.6348 1.8386 -0.1174 0.193 0.552 -0.139
I -2.2288 -0.1680 -0.0772 -0.113 0.095 0.160
```
Positions in Å, forces in eV/Å.

=====

Record 8
# ClIn2

A structure of composition ClIn2 (wB97M-V/def2-TZVPD, the OMol25 dataset).

Calculated values
ΔE to the lowest compared entry with this formula, charge and spin in kJ/mol: 0.0
Lowest unoccupied orbital energy in eV: -30.93
HOMO in eV: -37.468
Kohn-Sham gap in eV: 6.542
Total charge: +5

```
3
Properties=species:S:1:pos:R:3:forces:R:3
In 0.6393 2.1110 1.0817 0.776 0.388 0.498
In -1.4657 -1.6420 -1.2813 -0.066 -0.939 -0.382
Cl 0.8263 -0.4690 0.1997 -0.710 0.551 -0.116
```
Positions in Å, forces in eV/Å.

=====

Record 9
# ClN2O6Tl

A structure of composition ClN2O6Tl (wB97M-V/def2-TZVPD, the OMol25 dataset).

Calculated values
ΔE to the lowest compared entry with this formula, charge and spin in kJ/mol: 5.7
Lowest unoccupied orbital energy in eV: -5.60
HOMO in eV: -9.259
Kohn-Sham gap in eV: 3.661
Total charge: 0

```
10
Properties=species:S:1:pos:R:3:forces:R:3
Tl 0.4986 -3.2221 2.3506 0.208 0.994 -0.543
N -1.6616 1.5714 -0.7397 0.683 -0.791 -1.538
O -0.5200 1.2579 -1.1758 0.104 0.100 0.494
O -2.5750 1.0556 -1.3875 -0.140 0.472 0.727
O -1.7554 2.3296 0.1838 -0.491 0.191 0.662
N 1.3844 -0.9010 -0.4067 -0.850 1.937 -2.515
O 1.8201 -1.2514 0.7094 -0.410 -0.931 1.357
O 0.4194 -1.4307 -0.9819 0.595 -0.987 1.326
O 1.9002 0.0773 -0.9636 0.259 -0.414 0.521
Cl 0.4893 0.5132 2.4113 0.041 -0.572 -0.492
```
Positions in Å, forces in eV/Å.

=====

Record 10
# ClNaO4S

A structure of composition ClNaO4S (wB97M-V/def2-TZVPD, the OMol25 dataset).

Calculated values
ΔE to the lowest compared entry with this formula, charge and spin in kJ/mol: 9.2
Lowest unoccupied orbital energy in eV: 2.80
HOMO in eV: 0.968
Kohn-Sham gap in eV: 1.835
Total charge: -2

```
7
Properties=species:S:1:pos:R:3:forces:R:3
Na -1.9843 -3.8369 -1.9748 0.864 1.286 -0.110
S 0.4887 1.0884 0.9010 -0.027 -0.811 -0.406
O 1.3806 2.2607 1.0481 0.122 0.184 0.333
O 0.5924 0.1540 2.0555 0.763 -0.115 0.135
O -0.9284 1.4802 0.8449 -1.077 0.861 -0.217
O 0.8153 0.3981 -0.3861 0.297 0.063 0.526
Cl -0.3643 -1.5445 -2.4884 -0.941 -1.467 -0.260
```
Positions in Å, forces in eV/Å.

=====

Record 11
# ClO4

The ion ClO4 with charge -1 (wB97M-V/def2-TZVPD, the OMol25 dataset).

Calculated values
ΔE to the lowest compared entry with this formula, charge and spin in kJ/mol: 29.8
Lowest unoccupied orbital energy in eV: 4.64
HOMO in eV: -5.261
Kohn-Sham gap in eV: 9.898
Total charge: -1

```
5
Properties=species:S:1:pos:R:3:forces:R:3
Cl -0.0581 -0.0312 -0.0206 1.903 2.079 2.146
O 0.3445 0.8525 1.1113 -1.083 -1.255 -0.522
O -0.7281 -1.2454 0.5188 -0.431 2.036 -1.316
O -0.7139 0.8814 -0.9723 -1.155 -1.888 0.603
O 1.1557 -0.4574 -0.6373 0.765 -0.974 -0.912
```
Positions in Å, forces in eV/Å.

=====

Record 12
# ClO5PS

A cluster of 2 separate species, ClO5PS in total (wB97M-V/def2-TZVPD, the OMol25 dataset).

Calculated values
ΔE to the lowest compared entry with this formula, charge and spin in kJ/mol: 0.0
Lowest unoccupied orbital energy in eV: 6.05
HOMO in eV: -1.582
Kohn-Sham gap in eV: 7.627
Total charge: -2

```
8
Properties=species:S:1:pos:R:3:forces:R:3
O 0.8831 -0.1513 -2.2134 -0.080 -0.052 -0.071
O -0.4812 0.9356 -0.2643 0.619 -0.922 0.352
O 2.1253 1.2263 -0.4053 -0.044 0.008 0.140
O 0.7635 -0.9205 0.2803 -0.582 0.965 -0.250
O -0.6371 0.0908 2.1220 0.164 0.158 0.076
P 1.0178 0.3545 -0.8367 0.173 0.046 0.005
S -0.7196 -0.3564 0.7531 -0.088 -0.118 -0.269
Cl -5.7241 -3.0612 0.5324 -0.161 -0.085 0.018
```
Positions in Å, forces in eV/Å.

=====

Calculated values (eV) of electronic energy for the records, taken in order: -20845.9029, -42811.5402, -27407.6876, -29458.3586, -23315.0504, -52005.5881, -34011.9398, -22775.3723, -32466.9369, -35962.6462, -20706.5937, -42888.8878.
Calculated values (hartree/bohr) of max |F| for the records, taken in order: 0.013, 0.047, 0.090, 0.038, 0.058, 0.186, 0.123, 0.020, 0.064, 0.034, 0.069, 0.023.